Entry 1:
{
  "formula": "C11H36N6O7",
  "method": "ωB97M-V/def2-TZVPD",
  "symbols": ["O", "O", "O", "O", "O", "O", "O", "N", "N", "N", "N", "N", "N", "C", "C", "C", "C", "C", "C", "C", "C", "C", "C", "C", "H", "H", "H", "H", "H", "H", "H", "H", "H", "H", "H", "H", "H", "H", "H", "H", "H", "H", "H", "H", "H", "H", "H", "H", "H", "H", "H", "H", "H", "H", "H", "H", "H", "H", "H", "H"],
  "coordinates": [[1.437579, 3.616429, -0.383729], [0.584733, -1.641182, -1.329112], [1.363182, -2.921543, 1.547858], [-2.029642, 0.615728, -0.191337], [-2.810945, -1.680841, 3.549766], [-2.672039, 2.168583, -3.902594], [1.105609, 2.256070, 2.866977], [-0.880023, -1.358714, 2.186682], [-0.308460, 2.002679, 1.043138], [-1.303117, -3.381585, 2.699348], [-1.972917, -1.612840, -0.396284], [-1.005227, 1.405323, 2.981664], [-3.105218, -0.514229, -1.812375], [-0.481293, 2.765365, -3.888890], [2.434540, -2.375361, 2.014749], [-1.658167, -2.107848, 2.885616], [-2.310666, -0.468573, -0.818532], [-1.134876, 0.492962, -4.538493], [2.540124, 2.834572, -0.216112], [0.810169, -0.342092, -1.598223], [2.580466, -2.891990, 3.412671], [2.533109, -0.875958, 2.012376], [-1.499483, 1.733310, -3.729449], [-0.086910, 1.905221, 2.303662], [3.356327, 3.485731, 0.207537], [0.523357, 2.486182, -3.737439], [2.182332, -3.922482, 3.540612], [-2.007913, 1.384039, 2.690849], [1.678388, -0.420983, 2.514589], [-2.805163, 3.038701, -3.396016], [2.286916, 2.004067, 0.447280], [-0.589704, 3.317757, -4.846259], [-0.303517, -1.751687, -1.002557], [-1.105246, 1.599896, 0.465965], [1.772081, -0.019874, -1.994711], [2.461123, -0.313199, 1.082860], [0.043290, -0.081398, -2.339628], [-0.315223, -3.522261, 2.454451], [1.495941, -3.060560, 0.640076], [-1.977731, -4.060239, 3.179826], [-0.103753, 0.241955, -4.511458], [2.267916, -2.199316, 4.244347], [-1.531295, -1.600365, 0.601159], [-1.450794, 0.413888, -5.586820], [3.686281, -3.048882, 3.557997], [-0.640878, 3.575848, -3.164669], [-3.367570, -1.359353, -2.416218], [-1.362481, 1.522581, -2.663882], [0.525721, 0.291578, -0.761769], [3.219264, -2.924586, 1.431527], [0.493860, 2.367390, 0.495555], [-2.143689, -2.539070, -0.757351], [1.756943, 4.493769, -0.276406], [-3.456998, 0.342112, -2.069797], [-0.696817, 1.251342, 3.978057], [2.880303, 2.343005, -1.239156], [0.109879, -1.587401, 1.963047], [3.517880, -0.586524, 2.455014], [-1.464578, -0.403303, -4.113174], [-1.064979, -0.381847, 2.227183]],
  "forces_ev_per_angstrom": [[-1.5285, 0.6912, -0.8404], [2.0325, -3.4610, 0.4854], [-6.4340, -1.8107, -1.4399], [-1.2433, -2.3995, -1.8602], [6.0401, -2.1718, -3.5149], [-8.0549, 4.1345, -0.6365], [-4.3734, -1.5396, -2.0079], [2.8364, 3.6258, -1.8409], [0.8811, 1.0498, -4.8553], [-2.0112, -2.6660, 1.9058], [3.8455, -4.9491, 5.1974], [-5.2349, -2.7566, 6.3837], [-2.7725, -1.9400, -4.9165], [0.2620, 3.4689, -1.1538], [5.5286, 0.3926, 1.6801], [-7.1023, -0.0810, 3.8781], [-0.1860, 4.1793, 2.5178], [-0.4785, -0.0299, -0.8631], [2.8530, -1.6032, -1.2896], [-1.8669, 3.0020, -0.9199], [2.1615, -0.4445, 2.2628], [0.6346, 1.1311, -0.2220], [6.7524, -3.1770, 2.0733], [8.8411, 3.4460, 0.0959], [-0.3741, -1.2727, -0.3209], [1.1709, -0.6923, 0.0072], [-0.1455, 0.8283, -0.1381], [1.4500, -0.0021, 0.5840], [0.3296, -0.0405, 0.8999], [0.2346, -1.9383, -1.1832], [0.4789, 0.1093, 0.2428], [0.2665, -0.5734, 0.0491], [-0.4051, 0.1879, 0.1416], [1.2576, 0.4580, 1.4664], [0.2653, -0.7906, 0.1786], [0.3084, -0.6609, -0.7311], [0.4517, 0.6193, -0.3356], [-0.8126, -0.6659, 0.2271], [-0.4777, -0.1764, -2.2189], [2.1269, 1.0861, -0.9405], [1.3318, 0.6690, -0.1443], [-0.0620, -0.7223, -0.9378], [-0.7693, -0.1161, -1.7726], [-0.0723, 0.7336, 0.1740], [-0.8865, 0.3178, 0.2726], [-0.1384, -0.1364, 0.2461], [0.7816, 1.9274, 1.7151], [0.1284, -1.0710, 0.3805], [0.4823, 0.2823, 0.4306], [0.5736, 1.2607, 0.4531], [-1.5270, -0.0435, 0.8187], [-0.6380, 0.4874, -0.3478], [-0.3315, 1.2199, 0.0505], [-1.0157, 2.1032, -1.2492], [-1.2468, 0.2879, -1.4557], [-0.3818, 1.0458, 1.8041], [-1.3054, -0.2725, 0.2332], [-1.0394, -0.0119, 0.0158], [-1.4336, -1.3473, 0.9630], [0.0420, 0.8184, 0.3023]],
  "mulliken_charge": [-0.497, -0.691, -0.537, -0.861, -0.744, -0.604, -0.771, 0.141, -0.020, -0.351, -0.475, -0.449, -0.286, -1.649, 0.820, 0.404, 0.499, -1.573, -0.233, 0.235, -1.628, -1.587, 1.537, 0.582, 0.396, 0.370, 0.386, 0.239, 0.531, 0.403, -0.088, 0.365, 0.497, 0.466, 0.467, 0.083, -0.327, 0.282, 0.193, 0.258, 0.436, 0.269, 0.358, 0.378, 0.441, 0.355, 0.222, -0.334, -0.015, 0.506, -0.376, 0.203, 0.302, 0.265, 0.250, 0.075, 0.364, 0.436, 0.323, -0.242],
  "e_lumo_ha": 0.0085,
  "homo_lumo_gap_ev": 8.78,
  "homo_ev": -8.5471,
  "smiles": "NC(N)=O.NC(N)=O.NC(N)=O.CC(C)O.CC(C)O.CO.CO"
}

---

Entry 2:
{
  "formula": "C11H38AsF6O12",
  "method": "ωB97M-V/def2-TZVPD",
  "symbols": ["As", "F", "F", "F", "F", "F", "F", "O", "O", "O", "O", "O", "O", "O", "O", "O", "O", "O", "O", "C", "C", "C", "C", "C", "C", "C", "C", "C", "C", "C", "H", "H", "H", "H", "H", "H", "H", "H", "H", "H", "H", "H", "H", "H", "H", "H", "H", "H", "H", "H", "H", "H", "H", "H", "H", "H", "H", "H", "H", "H", "H", "H", "H", "H", "H", "H", "H", "H"],
  "coordinates": [[-0.593520, -0.095376, -0.569627], [-1.730890, -1.271423, -1.173809], [-1.684329, 0.108418, 0.775904], [0.571299, 1.019585, 0.062273], [0.289148, -0.396871, -2.040372], [0.295298, -1.315778, 0.318832], [-1.481603, 1.200854, -1.349606], [2.869392, 4.075131, -0.219076], [0.132484, -3.748809, -3.568631], [-4.628251, -1.635713, -0.353739], [-2.258366, -3.075030, 5.523831], [-5.531366, 1.181595, 0.764223], [0.650594, 4.901844, 1.535118], [-2.993929, -1.417970, 6.877272], [-0.003170, -4.286853, 0.172885], [-1.773969, -0.959125, 5.043417], [-1.340417, 2.650849, -3.642844], [4.873814, 1.957499, -0.436628], [2.271190, -2.365493, -2.312339], [0.519350, -1.515671, 4.735492], [-0.915778, -1.736760, 4.226049], [4.019951, 0.984883, -1.054279], [1.113036, -4.800523, 0.859489], [2.361386, 3.994247, -1.538442], [-2.381511, -1.779147, 5.927957], [2.958089, -1.848178, -3.458308], [-4.447480, 1.860411, 0.126640], [-1.396038, -3.175184, 4.392689], [-0.739156, 1.799822, -4.583391], [-0.395610, 4.513105, 0.632436], [3.333606, 3.237643, -0.077586], [-3.795732, 2.331005, 0.870048], [3.089764, 0.948761, -0.487168], [1.227110, -2.166335, 4.216170], [0.095702, -3.340293, 0.041810], [-1.373746, 4.688343, 1.077173], [-4.817806, 2.620071, -0.569963], [2.934052, -0.764004, -3.563584], [-0.182748, 4.977199, -0.325964], [3.100077, 4.238511, -2.315497], [-0.872650, -1.321340, 3.220563], [-3.663492, -1.622821, -0.394569], [-1.039944, 2.127083, -5.577844], [-0.547730, -3.835091, 4.555557], [2.550587, -2.305086, -4.361620], [2.020168, 2.984238, -1.789795], [-6.213252, 1.845972, 0.880725], [-0.462449, -4.022366, -2.863141], [0.924461, -4.972698, 1.923862], [3.715503, 1.292022, -2.058392], [0.341738, 1.713910, -4.449092], [5.603176, 2.106380, -1.044629], [4.000816, -2.161502, -3.349751], [-4.873855, -0.705803, -0.280041], [-0.310806, 3.426510, 0.526099], [1.511520, 4.665801, -1.640429], [4.511421, 0.012907, -1.069958], [-1.258623, 2.274171, -2.752781], [-1.952758, -3.470554, 3.502917], [-3.808337, 1.203450, -0.459897], [0.571136, -1.741007, 5.802921], [1.985680, -4.176863, 0.642964], [1.861653, -1.609742, -1.866767], [1.294461, 5.420068, 1.051814], [-1.135662, 0.775055, -4.527846], [0.815293, -3.220801, -3.115719], [1.385767, -5.784296, 0.457147], [0.806252, -0.492839, 4.498850]],
  "forces_ev_per_angstrom": [[-1.3386, -0.1896, 0.5519], [0.1728, -0.0661, 0.1011], [0.5861, 0.0769, 0.1157], [-0.1472, 0.1525, -0.4455], [0.5624, 0.4144, 0.3288], [-0.0480, -0.3380, -0.4020], [0.3965, -0.1391, 0.0264], [-0.0150, -0.2150, -0.4650], [0.0949, 0.0466, -0.0345], [0.0633, 0.0391, -0.0434], [0.1678, -0.1945, 0.5298], [0.2499, -0.0257, -0.3883], [-0.6216, 0.3732, 0.4473], [-0.0423, -0.1178, 0.2415], [-0.4109, -0.3796, -0.0336], [-0.4209, -0.1881, 0.3556], [-0.0072, 0.4645, 0.1763], [-0.2083, -0.2116, -0.2432], [0.0410, 0.7630, -0.0942], [-0.2654, -0.3431, -0.1616], [2.2015, 0.5380, -0.1634], [-0.1788, 0.2352, 0.0778], [0.5037, -0.2489, -0.6666], [-0.0106, -0.2945, -0.3599], [-0.2062, -0.0414, -0.8242], [0.4370, -0.6978, 0.1935], [0.2944, 0.5590, -0.0199], [-0.2855, 1.0216, -0.7773], [-0.5498, -0.9362, 0.0951], [1.2509, -0.8992, 0.5293], [0.2393, 0.3981, 0.2658], [-0.0772, 0.0381, -0.0544], [0.1483, -0.1976, 0.2285], [-0.1266, -0.0726, -0.0706], [0.0354, 0.1746, 0.1494], [-0.0240, 0.5488, -0.2421], [0.0295, 0.0200, 0.0953], [-0.2446, 0.0243, 0.2052], [-0.7887, 0.0824, -0.1766], [0.0945, 0.2518, 0.2225], [-0.8751, -0.3148, -0.1864], [-0.0231, 0.0070, -0.0736], [0.4290, 0.3568, -0.0333], [-0.2032, -0.2174, 0.2863], [-0.0349, 0.0738, -0.0195], [-0.2305, 0.0465, 0.1999], [-0.1417, -0.1587, 0.1288], [0.0259, 0.0410, 0.0212], [0.0725, 0.4534, 0.0799], [0.2631, -0.0745, -0.1254], [0.1154, 0.2554, -0.2701], [0.0482, 0.1534, 0.1207], [0.0255, 0.1314, -0.2492], [-0.1183, -0.1051, 0.1762], [-0.1167, 0.0515, -0.3213], [0.0455, 0.0534, -0.0154], [-0.1811, -0.1341, -0.0657], [-0.0259, -0.0810, -0.3841], [-0.1562, -0.3201, 0.2284], [-0.2670, -0.3819, 0.1703], [0.1286, 0.2232, 0.0292], [0.0447, 0.0489, 0.5837], [-0.1771, -0.2675, -0.0395], [0.1721, -0.2275, -0.0629], [0.0525, 0.0455, 0.2455], [-0.1756, -0.2059, 0.0480], [-0.3059, 0.0516, -0.1264], [0.0577, 0.0700, 0.3845]],
  "mulliken_charge": [2.331, -0.525, -0.488, -0.537, -0.553, -0.586, -0.481, -0.469, -0.674, -0.684, -0.353, -0.528, -0.540, -0.542, -0.499, -0.348, -0.582, -0.560, -0.565, -1.478, 0.789, -0.568, -0.603, -0.306, 0.616, -0.646, -0.149, -0.150, -0.549, -0.311, 0.298, 0.208, 0.156, 0.362, 0.346, 0.318, 0.349, 0.199, 0.220, 0.322, -0.179, 0.317, 0.288, 0.229, 0.305, -0.072, 0.296, 0.307, 0.192, 0.347, 0.178, 0.292, 0.249, 0.342, -0.010, 0.223, 0.356, 0.418, 0.298, -0.218, 0.383, 0.263, 0.351, 0.302, 0.249, 0.410, 0.284, 0.359],
  "e_lumo_ha": 0.0821,
  "homo_lumo_gap_ev": 9.78,
  "homo_ev": -7.5471,
  "charge": -1
}

---

Entry 3:
{
  "formula": "C11H38O11",
  "method": "ωB97M-V/def2-TZVPD",
  "symbols": ["O", "O", "O", "O", "O", "O", "O", "O", "O", "O", "O", "C", "C", "C", "C", "C", "C", "C", "C", "C", "C", "C", "H", "H", "H", "H", "H", "H", "H", "H", "H", "H", "H", "H", "H", "H", "H", "H", "H", "H", "H", "H", "H", "H", "H", "H", "H", "H", "H", "H", "H", "H", "H", "H", "H", "H", "H", "H", "H", "H"],
  "coordinates": [[-0.691236, 0.520014, -0.574027], [-2.122763, 0.398555, 4.489342], [1.552447, -5.297108, 0.910679], [3.241500, -0.784399, -1.838050], [5.480040, -0.272927, 2.808355], [2.643155, 0.143716, 2.820585], [-3.212639, 1.158238, 0.428188], [-0.576042, 2.759470, -2.305669], [-3.605716, -1.866215, -3.412002], [-4.859507, 3.957365, 0.369983], [4.403893, 0.728221, -3.929781], [3.003316, 0.887162, -3.625469], [-4.836585, 2.818311, 1.256009], [-1.283010, 2.447386, -3.495371], [0.085321, -0.280217, 0.329655], [-1.555741, -0.575847, 3.654769], [3.164086, -1.061337, 2.251798], [-3.440503, 2.226551, 1.351360], [2.742930, 0.516303, -2.161118], [-2.609136, -1.134469, -2.681415], [0.637108, -4.235956, 0.639748], [4.559218, -1.345746, 2.821707], [-0.671393, 2.039743, -1.652908], [-0.604934, 1.995662, -4.226722], [4.196151, -0.647453, -1.758502], [-3.340410, 1.756504, 2.340450], [-0.504358, -0.429801, 3.381402], [2.471034, -1.863050, 2.492715], [-0.435703, -1.193461, 0.620796], [2.408909, 0.290463, -4.310809], [-5.570496, 2.125025, 0.833654], [-2.712933, 3.033442, 1.313455], [-1.638940, 3.396774, -3.903505], [0.906609, -3.416439, 1.307091], [3.081980, 1.348571, -1.540477], [-2.985440, -0.151349, -2.422545], [-1.552946, 0.693872, -0.143948], [0.176253, 0.373580, 1.200470], [4.998592, -2.190207, 2.295639], [2.790125, 1.950932, -3.767937], [-2.155077, 1.817213, -3.324653], [-1.601834, -1.534715, 4.170676], [3.234828, -0.958468, 1.164983], [-1.847467, 1.277884, 4.218378], [-1.721277, -1.013064, -3.308503], [-3.413195, -2.799040, -3.304759], [4.850674, 1.450210, -3.475693], [-0.399247, -4.519073, 0.810713], [1.064282, -0.477002, -0.094736], [4.386675, -1.616121, 3.868540], [-3.849954, 0.456527, 0.580334], [-2.059523, -0.709967, 2.686801], [-5.460577, 3.745854, -0.343450], [2.425699, -5.017120, 0.629523], [2.905199, 0.867912, 2.244715], [0.688744, -3.984079, -0.421541], [1.662980, 0.396123, -2.053212], [-5.190842, 3.104635, 2.250391], [-2.326148, -1.727506, -1.810074], [5.073827, 0.419918, 3.343969]],
  "forces_ev_per_angstrom": [[-0.2253, -0.5782, -0.2842], [-0.1191, 0.2190, 0.0945], [-0.5968, -0.4020, 0.1074], [0.6694, 1.0329, 0.4030], [-0.4461, 0.2069, -0.4904], [-0.0387, -0.0788, -0.0314], [0.6204, 0.6470, -0.7292], [-0.1565, -0.2113, 0.3621], [-0.0982, 0.4442, 0.1631], [0.1835, -0.2514, 0.5799], [-0.3502, -0.2059, 0.0608], [0.9377, 0.4897, 0.5570], [-0.2598, 0.6111, -0.8797], [0.2851, 0.5186, 0.1607], [-0.6598, 1.4084, 0.3433], [0.4860, -0.8014, -0.6601], [0.8030, 0.8134, -0.4097], [-1.0072, -1.0375, 1.3304], [-1.2390, -0.6100, -1.1502], [0.1538, -0.9325, -0.5954], [0.6645, -0.1024, -0.1910], [-0.6508, -0.4273, 0.8378], [0.2250, 0.1469, -0.4491], [-0.1930, -0.1688, -0.0503], [-0.0789, -0.5076, -0.1820], [-0.0483, 0.3336, 0.1247], [0.0302, 0.3586, 0.3867], [0.0659, -0.1636, 0.0734], [0.1048, -0.1566, -0.1601], [0.2219, -0.1629, -0.0732], [0.2599, -0.4869, 0.4126], [0.2464, -0.2522, -0.6940], [-0.0049, -0.1049, -0.0987], [-0.3335, 0.4349, -0.3138], [0.2478, -0.3192, 0.4378], [-0.1786, -0.0586, 0.1665], [0.2003, -0.0466, -0.1946], [0.5508, -0.5551, 0.4077], [0.1438, -0.0062, -0.0004], [-0.5722, -0.1194, -0.0250], [0.0468, -0.1505, 0.0063], [-0.1229, 0.0703, 0.0954], [-0.1691, -0.0532, -0.0660], [0.0949, -0.0521, -0.0728], [0.0604, 0.1471, 0.1206], [-0.0018, -0.0556, -0.0838], [0.1341, -0.0275, -0.1466], [0.1672, -0.4420, 0.3708], [-0.0512, -0.1329, -0.1162], [0.1483, -0.3319, 0.0379], [-0.1134, 0.0573, 0.1424], [-0.3435, 0.2220, 0.1636], [-0.0169, 0.1340, -0.1856], [0.0094, 0.0618, -0.0585], [-0.0508, 0.0219, 0.0512], [0.0909, 0.4845, 0.0717], [-0.0519, 0.4839, 0.1555], [0.1107, 0.1893, -0.0733], [0.0704, 0.4412, 0.2826], [0.1453, 0.0144, -0.0418]],
  "mulliken_charge": [-0.253, -0.535, -0.543, -0.524, -0.535, -0.581, -0.538, -0.511, -0.569, -0.512, -0.560, -0.474, -0.549, -0.476, -0.013, -0.201, 0.418, -0.040, 0.067, -0.098, -0.317, -0.624, 0.530, 0.182, 0.332, 0.015, -0.008, 0.114, 0.109, 0.327, 0.313, 0.380, 0.292, 0.004, 0.260, -0.024, 0.065, 0.210, 0.348, 0.310, 0.134, 0.338, -0.124, 0.305, 0.219, 0.308, 0.323, 0.317, -0.147, 0.326, 0.228, 0.129, 0.313, 0.296, 0.334, 0.260, -0.101, 0.295, 0.137, 0.320],
  "e_lumo_ha": 0.0081,
  "homo_lumo_gap_ev": 10.02,
  "homo_ev": -9.7966,
  "smiles": "OCCO.OCCO.OCCO.CO.CO.CO.CO.CO"
}

---

> Number 2 is which compound?

C11H38AsF6O12